{
  "formula": "C42H60BClFeN4O3P2",
  "method": "ωB97M-V/def2-TZVPD",
  "total_charge": 1,
  "s2": 0.762,
  "multiplicity": 2,
  "lumo_energy_ev": [-2.52, -2.57],
  "homo_energy_ev": [-9.5670, -9.2939],
  "e_tot_ha": -4512.5753,
  "symbols": ["Fe", "C", "C", "C", "C", "P", "C", "N", "B", "N", "C", "P", "C", "C", "C", "C", "C", "C", "C", "C", "C", "C", "C", "C", "C", "C", "C", "C", "C", "C", "H", "H", "H", "H", "H", "H", "H", "H", "H", "H", "H", "H", "H", "H", "H", "H", "H", "H", "H", "H", "H", "H", "H", "H", "H", "H", "H", "H", "H", "H", "H", "H", "H", "H", "H", "H", "H", "H", "H", "H", "H", "H", "H", "H", "N", "C", "C", "C", "C", "C", "C", "C", "C", "N", "C", "H", "H", "H", "H", "H", "H", "H", "H", "C", "C", "C", "C", "Cl", "C", "C", "C", "O", "C", "C", "O", "O", "H", "H", "H", "H", "H", "H", "H", "H"],
  "positions_angstrom": [[-0.25, 0.65, -0.16], [-1.00, 1.24, 4.11], [-2.38, 1.01, 3.47], [-3.23, 0.25, 4.50], [-3.02, 2.38, 3.22], [-2.08, 0.06, 1.85], [-1.98, -1.71, 2.49], [-0.62, -2.18, 2.43], [0.12, -2.28, 1.23], [1.50, -2.08, 1.51], [2.53, -1.62, 0.60], [2.19, 0.13, 0.00], [2.97, 1.24, 1.33], [4.36, 0.84, 1.84], [2.00, 1.21, 2.51], [3.03, 2.68, 0.80], [3.23, 0.13, -1.57], [2.58, -0.87, -2.54], [3.17, 1.51, -2.26], [4.70, -0.27, -1.37], [1.61, -2.02, 2.91], [2.73, -1.96, 3.72], [2.54, -1.90, 5.10], [1.27, -1.91, 5.66], [0.14, -2.00, 4.84], [0.32, -2.05, 3.47], [-3.69, 0.04, 0.87], [-4.93, -0.35, 1.67], [-3.91, 1.40, 0.19], [-3.50, -0.97, -0.26], [-1.14, 1.63, 5.12], [-0.40, 0.33, 4.18], [-0.41, 1.98, 3.56], [-3.55, 0.96, 5.27], [-4.12, -0.20, 4.07], [-2.65, -0.53, 5.00], [-2.88, 3.00, 4.11], [-2.58, 2.91, 2.38], [-4.09, 2.30, 3.05], [-2.36, -1.78, 3.50], [-2.61, -2.33, 1.86], [3.51, -1.68, 1.08], [2.57, -2.26, -0.28], [4.39, -0.20, 2.19], [5.14, 0.98, 1.10], [4.61, 1.46, 2.70], [2.10, 0.30, 3.11], [2.21, 2.06, 3.17], [0.97, 1.27, 2.18], [3.92, 2.86, 0.20], [2.16, 2.95, 0.21], [3.08, 3.37, 1.65], [1.50, -0.74, -2.60], [3.00, -0.72, -3.54], [2.79, -1.91, -2.26], [2.15, 1.90, -2.28], [3.81, 2.24, -1.77], [3.53, 1.41, -3.29], [4.79, -1.24, -0.88], [5.18, -0.36, -2.35], [5.26, 0.46, -0.80], [3.73, -1.97, 3.30], [3.41, -1.86, 5.75], [1.15, -1.88, 6.73], [-0.85, -2.04, 5.28], [-5.23, 0.43, 2.38], [-5.77, -0.49, 0.99], [-4.80, -1.28, 2.22], [-4.24, 2.18, 0.87], [-3.00, 1.75, -0.31], [-4.69, 1.29, -0.58], [-3.35, -1.99, 0.07], [-4.41, -0.97, -0.87], [-2.67, -0.69, -0.91], [-0.42, 1.34, -2.30], [-0.30, 2.76, -2.40], [-0.13, 3.44, -3.56], [-0.01, 4.85, -3.56], [-0.08, 5.56, -2.41], [-0.23, 4.87, -1.17], [-0.28, 5.53, 0.08], [-0.38, 4.80, 1.21], [-0.42, 3.39, 1.11], [-0.39, 2.74, -0.02], [-0.32, 3.47, -1.17], [0.03, 0.87, -3.07], [-1.40, 1.06, -2.32], [-0.10, 2.89, -4.49], [0.11, 5.38, -4.50], [-0.01, 6.64, -2.41], [-0.23, 6.61, 0.11], [-0.42, 5.27, 2.18], [-0.44, 2.78, 2.00], [-2.07, -5.94, -2.85], [-3.03, -4.78, -2.98], [-4.40, -5.04, -2.94], [-5.33, -4.03, -3.16], [-7.02, -4.40, -3.09], [-4.92, -2.75, -3.48], [-3.56, -2.48, -3.50], [-2.64, -3.47, -3.22], [-1.31, -3.09, -3.33], [-0.44, -3.36, -2.26], [-0.45, -2.30, -1.17], [-0.36, -1.12, -1.41], [-0.46, -2.79, 0.04], [-2.55, -6.86, -3.18], [-1.75, -6.10, -1.82], [-1.18, -5.79, -3.47], [-4.75, -6.05, -2.75], [-5.64, -1.98, -3.70], [-3.20, -1.49, -3.74], [0.56, -3.34, -2.69], [-0.60, -4.33, -1.80]]
}

***

{
  "formula": "C23H42Cl2HgN2O6P",
  "method": "ωB97M-V/def2-TZVPD",
  "total_charge": -1,
  "multiplicity": 1,
  "lumo_energy_ev": [2.35, 2.35],
  "homo_energy_ev": [-3.5265, -0.7727],
  "e_tot_ha": -2877.7635,
  "de_lowest_kj_mol": 0.0,
  "symbols": ["O", "C", "C", "C", "H", "C", "H", "C", "H", "C", "H", "C", "H", "H", "C", "C", "H", "H", "H", "C", "C", "H", "H", "H", "H", "Hg", "Cl", "Cl", "C", "O", "N", "C", "C", "H", "H", "H", "H", "H", "H", "H", "H", "H", "C", "C", "N", "H", "C", "O", "H", "H", "H", "H", "C", "C", "O", "P", "O", "C", "C", "O", "C", "C", "H", "H", "H", "H", "H", "H", "H", "H", "H", "H", "H", "H", "H", "H", "H"],
  "positions_angstrom": [[0.14, 0.28, -2.03], [-0.07, 0.71, -3.20], [-0.46, -0.36, -4.18], [0.15, -1.62, -4.11], [0.97, -1.78, -3.41], [-0.30, -2.66, -4.93], [0.17, -3.64, -4.85], [-1.35, -2.44, -5.83], [-1.70, -3.26, -6.46], [-1.95, -1.18, -5.91], [-2.76, -0.99, -6.62], [-1.52, -0.14, -5.08], [-2.01, 0.83, -5.11], [-0.89, 2.31, -4.31], [1.26, 2.10, -4.70], [0.04, 2.08, -3.77], [1.49, 3.13, -5.00], [1.06, 1.52, -5.61], [2.14, 1.67, -4.19], [0.12, 3.00, -2.62], [1.35, 3.55, -2.10], [-0.82, 3.33, -2.18], [1.74, 4.40, -2.69], [2.15, 2.79, -2.07], [1.19, 3.90, -1.07], [0.27, -1.66, -0.45], [2.55, -1.99, -1.16], [-2.10, -2.03, -0.83], [2.32, 0.88, 0.70], [1.15, 0.58, 0.99], [3.02, 1.87, 1.30], [2.41, 2.64, 2.38], [4.46, 1.96, 1.13], [2.89, 0.35, -0.08], [1.45, 3.05, 2.05], [3.11, 3.44, 2.64], [2.26, 2.01, 3.28], [4.72, 1.63, 0.12], [4.99, 1.31, 1.85], [4.78, 2.99, 1.29], [-3.72, 2.79, 2.14], [-3.98, 1.10, 0.63], [-2.92, 3.26, 1.56], [-3.07, 1.31, 0.05], [-2.22, 2.21, 0.82], [-2.21, 3.77, 2.22], [-0.96, 2.48, 0.39], [-0.26, 3.40, 0.82], [-2.54, 0.36, -0.14], [-0.60, 1.78, -0.40], [-3.38, 4.00, 0.88], [-3.36, 1.75, -0.92], [-2.09, -5.21, 1.33], [-1.94, -3.90, 2.06], [-0.50, -3.60, 2.17], [0.10, -2.14, 1.99], [1.47, -2.10, 2.77], [2.17, -3.22, 3.45], [1.56, -3.51, 4.80], [-0.89, -1.13, 2.73], [-0.42, -0.08, 3.65], [-1.63, 0.72, 4.02], [-1.80, -5.10, 0.28], [-3.14, -5.51, 1.36], [-1.50, -6.00, 1.80], [-2.44, -3.10, 1.49], [-2.33, -3.94, 3.08], [3.19, -2.86, 3.55], [2.14, -4.09, 2.79], [0.55, -3.93, 4.69], [2.18, -4.25, 5.30], [1.52, -2.61, 5.42], [0.04, -0.56, 4.52], [0.32, 0.54, 3.12], [-2.40, 0.08, 4.47], [-1.35, 1.47, 4.76], [-2.06, 1.23, 3.15]]
}

***

What is the formula in the second record? C23H42Cl2HgN2O6P